No. 1
99
Properties=species:S:1:pos:R:3 method="wB97M-V/def2-TZVPD" total_charge=-1 relative_energy_kcal_mol=32.18 largest_force_ev_per_a=0.6 homo_energy_ev="-6.03 / -6.03"
Ir 0.284 0.230 0.733
N -2.252 2.389 1.639
C -1.456 1.894 2.631
N -1.622 2.164 3.914
N -0.688 1.422 4.541
N 0.009 0.750 3.702
N -0.446 1.036 2.454
C -2.068 2.158 0.297
N -2.756 2.740 -0.651
N -2.199 2.265 -1.802
N -1.246 1.458 -1.556
N -1.123 1.354 -0.204
H -3.014 2.988 1.908
C 2.052 -3.490 6.592
C 1.314 -2.233 6.109
C 0.726 -1.472 7.309
C 2.291 -1.315 5.378
C 3.299 -0.594 6.011
C 4.130 0.266 5.304
C 3.969 0.447 3.935
C 2.986 -0.272 3.272
P 2.520 -0.162 1.516
C 3.364 1.372 1.021
C 4.731 1.410 0.752
C 5.342 2.607 0.409
C 4.595 3.774 0.336
C 3.239 3.747 0.621
C 2.628 2.552 0.967
C 3.452 -1.507 0.715
C 3.628 -2.726 1.367
C 4.252 -3.784 0.722
C 4.711 -3.632 -0.578
C 4.554 -2.417 -1.227
C 3.926 -1.359 -0.588
C 2.204 -1.140 4.012
O 1.311 -1.820 3.249
C 0.174 -2.257 3.842
C -0.917 -2.351 3.001
C -2.009 -3.088 3.458
C -2.015 -3.585 4.751
C -0.964 -3.304 5.616
C 0.163 -2.621 5.180
P -1.041 -1.494 1.379
C -2.743 -0.864 1.476
C -3.445 -0.629 0.295
C -4.714 -0.071 0.347
C -5.273 0.277 1.567
C -4.562 0.074 2.743
C -3.301 -0.496 2.703
C -0.947 -2.912 0.278
C -2.072 -3.559 -0.217
C -1.918 -4.741 -0.925
C -0.657 -5.285 -1.112
C 0.465 -4.645 -0.603
C 0.322 -3.454 0.086
H 2.870 -3.218 7.262
H 2.469 -4.043 5.749
H 1.370 -4.150 7.131
H 1.511 -1.187 8.010
H 0.013 -2.096 7.849
H 0.214 -0.570 6.970
H 3.436 -0.693 7.081
H 4.897 0.819 5.830
H 4.586 1.156 3.400
H 5.318 0.502 0.800
H 6.402 2.625 0.190
H 5.070 4.704 0.051
H 2.649 4.652 0.562
H 1.567 2.551 1.193
H 3.270 -2.863 2.378
H 4.372 -4.728 1.238
H 5.190 -4.460 -1.085
H 4.902 -2.293 -2.244
H 3.799 -0.420 -1.109
H -2.865 -3.240 2.814
H -2.865 -4.155 5.102
H -1.023 -3.638 6.645
H -3.008 -0.876 -0.665
H -5.247 0.096 -0.579
H -6.260 0.721 1.603
H -4.979 0.374 3.696
H -2.749 -0.620 3.626
H -3.056 -3.128 -0.117
H -2.788 -5.204 -1.369
H -0.545 -6.198 -1.684
H 1.455 -5.053 -0.769
H 1.198 -2.935 0.455
F -4.011 -2.578 -2.303
B -2.868 -2.187 -3.061
F -3.262 -1.381 -4.125
F -2.203 -3.333 -3.521
F -2.011 -1.459 -2.183
Cl -0.194 -0.003 -4.240
C 1.240 -0.468 -3.334
Cl 1.162 -2.155 -2.796
C 1.557 0.515 -2.193
O 2.143 1.531 -2.497
O 1.363 0.152 -0.955
H 2.075 -0.392 -4.021



No. 2
115
Properties=species:S:1:pos:R:3 method="wB97M-V/def2-TZVPD" total_charge=-1 relative_energy_kcal_mol=24.69 largest_force_ev_per_a=2.2 homo_energy_ev=-4.18
K -0.925 0.403 0.941
C -1.453 0.253 4.039
Si -2.243 1.949 3.737
C -1.120 3.215 4.543
C -3.883 1.947 4.650
N -2.388 2.064 2.056
C -2.897 2.988 1.226
C -3.426 4.262 1.575
C -3.895 5.166 0.631
C -3.880 4.870 -0.729
C -3.392 3.622 -1.126
C -2.936 2.747 -0.178
F -2.466 1.525 -0.617
H -1.677 -0.124 5.043
H -0.358 0.300 3.949
H -1.835 -0.488 3.325
H -1.039 3.038 5.622
H -1.462 4.245 4.389
H -0.113 3.125 4.119
H -3.739 1.836 5.731
H -4.493 1.109 4.296
H -4.453 2.867 4.475
H -3.449 4.519 2.630
H -4.285 6.122 0.965
H -4.239 5.580 -1.462
H -3.364 3.328 -2.170
O -0.030 -3.190 2.544
N -0.985 -3.177 1.553
C -2.104 -3.651 1.936
C -3.249 -3.771 1.007
C -4.343 -4.493 1.472
C -5.454 -4.722 0.671
C -5.461 -4.215 -0.620
C -4.378 -3.472 -1.081
C -3.265 -3.226 -0.284
P -1.807 -2.188 -0.770
C -2.261 -1.696 -2.495
C -1.656 -2.175 -3.654
C -2.112 -1.781 -4.909
C -3.173 -0.896 -5.023
C -3.755 -0.371 -3.874
C -3.295 -0.762 -2.625
C -0.562 -3.496 -1.139
C 0.779 -3.164 -0.985
C 1.777 -4.093 -1.256
C 1.442 -5.368 -1.687
C 0.104 -5.708 -1.854
C -0.891 -4.778 -1.581
H 0.735 -2.774 2.111
H -2.219 -4.027 2.952
H -4.313 -4.888 2.482
H -6.297 -5.284 1.053
H -6.304 -4.394 -1.277
H -4.418 -3.074 -2.089
H -0.831 -2.873 -3.586
H -1.631 -2.171 -5.799
H -3.537 -0.604 -6.001
H -4.567 0.343 -3.949
H -3.754 -0.350 -1.733
H 1.051 -2.168 -0.658
H 2.814 -3.815 -1.111
H 2.218 -6.097 -1.892
H -0.168 -6.701 -2.193
H -1.930 -5.056 -1.715
O 3.400 0.611 6.101
S 3.841 0.791 4.746
O 4.522 2.016 4.410
N 2.619 0.515 3.692
C 2.876 -0.487 2.879
S 1.899 -0.989 1.584
C 4.212 -1.146 3.150
C 4.820 -2.182 2.465
C 6.067 -2.618 2.900
C 6.685 -2.035 4.006
C 6.077 -0.988 4.687
C 4.844 -0.565 4.228
H 4.315 -2.625 1.614
H 6.569 -3.420 2.372
H 7.650 -2.399 4.336
H 6.549 -0.523 5.543
O 0.312 0.216 -0.933
P 1.299 1.162 -1.547
C 3.003 0.893 -1.038
C 3.541 1.648 0.005
C 4.800 1.351 0.506
C 5.533 0.305 -0.042
C 5.002 -0.457 -1.074
C 3.737 -0.171 -1.565
C 1.223 1.119 -3.356
C -0.064 1.227 -3.896
C -0.237 1.284 -5.269
C 0.863 1.206 -6.116
C 2.140 1.093 -5.587
C 2.322 1.061 -4.209
C 0.993 2.923 -1.201
C 0.176 3.364 -0.160
C -0.036 4.723 0.045
C 0.592 5.650 -0.765
C 1.436 5.226 -1.787
C 1.629 3.874 -2.010
H 2.964 2.445 0.458
H 5.191 1.916 1.343
H 6.516 0.072 0.352
H 5.562 -1.293 -1.479
H 3.305 -0.802 -2.333
H -0.925 1.268 -3.235
H -1.235 1.385 -5.679
H 0.723 1.234 -7.190
H 2.999 1.042 -6.245
H 3.323 1.018 -3.804
H -0.309 2.672 0.511
H -0.708 5.039 0.833
H 0.423 6.707 -0.605
H 1.935 5.952 -2.416
H 2.270 3.551 -2.822



No. 3
66
Properties=species:S:1:pos:R:3 method="wB97M-V/def2-TZVPD" total_charge=-1 largest_force_ev_per_a=3.1 homo_energy_ev=-3.66
C 2.294 -0.721 -2.416
C 1.757 -1.861 -1.851
N 1.335 -2.812 -1.298
C 2.188 -0.445 -3.794
C 2.705 0.776 -4.330
C 2.524 1.096 -5.662
C 1.847 0.212 -6.522
C 1.630 0.566 -7.893
N 1.446 0.853 -9.013
C 1.383 -1.018 -6.030
C 1.550 -1.355 -4.697
H 2.831 -0.029 -1.767
H 3.231 1.457 -3.654
H 2.901 2.041 -6.055
H 0.881 -1.709 -6.709
H 1.189 -2.316 -4.324
C 1.104 -3.902 3.068
C -0.286 -3.627 2.483
C -0.487 -4.551 1.281
C -1.320 -3.991 3.556
C -0.420 -2.130 2.087
C -0.631 -1.729 0.803
C -0.815 -0.361 0.407
C -1.163 -0.049 -0.921
C -1.218 1.264 -1.468
C -0.219 2.249 -1.160
C -0.365 3.555 -1.574
C -1.526 3.942 -2.275
N -1.756 5.321 -2.549
O -2.813 5.663 -3.128
O -0.890 6.156 -2.198
C -2.482 2.984 -2.669
C -2.281 1.657 -2.350
C -0.711 0.629 1.439
C -0.427 0.329 2.741
C -0.251 1.434 3.820
C -1.271 1.244 4.949
C -0.442 2.837 3.239
C 1.150 1.350 4.436
C -0.281 -1.089 3.126
O -0.025 -1.407 4.313
H 1.256 -3.274 3.950
H 1.179 -4.958 3.360
H 1.874 -3.680 2.321
H -1.500 -4.438 0.877
H 0.244 -4.340 0.491
H -0.366 -5.595 1.599
H -2.332 -3.821 3.173
H -1.214 -5.048 3.832
H -1.155 -3.370 4.441
H -0.631 -2.474 0.012
H -1.478 -0.875 -1.555
H 0.676 1.956 -0.598
H 0.376 4.318 -1.347
H -3.363 3.329 -3.203
H -2.988 0.903 -2.701
H -0.893 1.665 1.165
H -1.122 0.266 5.414
H -1.137 2.031 5.702
H -2.288 1.306 4.547
H 0.257 3.026 2.416
H -1.470 2.976 2.886
H -0.250 3.584 4.019
H 1.911 1.477 3.657
H 1.272 2.143 5.184
H 1.279 0.377 4.917



No. 4
19
Properties=species:S:1:pos:R:3 method="wB97M-V/def2-TZVPD" smiles=CC[C@H]1C[C@]1(C)O relative_energy_kcal_mol=24.93 largest_force_ev_per_a=0.3 homo_energy_ev=-9.50
C 1.848 -0.204 1.022
C 1.387 -0.516 -0.412
C 0.281 0.407 -0.878
C -0.959 -0.045 -1.622
C -1.072 0.473 -0.227
C -1.422 -0.469 0.899
O -1.669 1.740 -0.126
H 2.899 -0.460 1.177
H 1.257 -0.750 1.767
H 1.736 0.864 1.243
H 1.072 -1.563 -0.479
H 2.223 -0.413 -1.118
H 0.642 1.375 -1.220
H -1.133 -1.106 -1.782
H -1.331 0.598 -2.414
H -2.508 -0.570 0.984
H -1.037 -0.097 1.857
H -0.995 -1.463 0.735
H -1.218 2.200 0.594



No. 5
42
Properties=species:S:1:pos:R:3 method="wB97M-V/def2-TZVPD" total_charge=-2 relative_energy_kcal_mol=1.90 largest_force_ev_per_a=0.9 homo_energy_ev=-1.93
Zn -0.047 0.031 0.577
Te -0.535 0.211 3.201
Te -1.483 -2.328 3.404
Te -0.193 -3.621 1.341
Te -1.137 -2.267 -0.740
C -7.833 5.188 -4.290
C -6.388 5.610 -4.186
O -5.606 5.464 -5.077
S -5.910 6.363 -2.575
C -4.680 5.187 -2.065
C -4.990 4.278 -1.054
C -4.050 3.354 -0.630
C -2.776 3.299 -1.213
C -2.480 4.222 -2.226
C -3.413 5.157 -2.643
C -1.818 2.331 -0.778
C -1.029 1.474 -0.416
H -8.064 4.878 -5.306
H -8.482 6.005 -3.970
H -7.994 4.362 -3.594
H -5.972 4.300 -0.599
H -4.284 2.651 0.158
H -1.496 4.192 -2.676
H -3.166 5.864 -3.425
O 5.783 -4.592 -1.848
N 5.781 -3.404 -2.130
O 6.555 -2.906 -2.936
C 4.781 -2.545 -1.492
C 4.761 -1.219 -1.811
C 3.804 -0.430 -1.200
C 2.790 -0.919 -0.315
O 1.785 -0.206 -0.054
C 2.994 -2.305 0.107
C 3.916 -3.087 -0.533
N 2.407 -2.922 1.261
O 2.026 -4.213 1.072
O 1.326 -2.315 1.842
N 3.833 0.997 -1.590
O 3.322 1.816 -0.860
O 4.431 1.290 -2.621
H 5.455 -0.792 -2.515
H 3.991 -4.127 -0.253



No. 6
112
Properties=species:S:1:pos:R:3 method="wB97M-V/def2-TZVPD" total_charge=+2 relative_energy_kcal_mol=61.09 largest_force_ev_per_a=0.8 homo_energy_ev="-11.50 / -11.50"
Pt -0.785 -0.224 -1.258
C -6.574 0.448 11.107
O -6.209 -0.709 10.363
C -5.618 -0.533 9.166
C -5.318 0.710 8.615
C -4.708 0.770 7.370
C -4.393 -0.382 6.666
C -4.698 -1.623 7.233
C -5.300 -1.700 8.466
C -3.752 -0.345 5.351
N -3.423 -1.401 4.636
C -2.864 -0.896 3.497
C -2.842 0.477 3.510
N -3.414 0.821 4.712
C -2.278 1.256 2.459
C -2.163 2.661 2.437
C -1.572 3.274 1.367
C -1.097 2.491 0.304
N -1.202 1.179 0.304
C -1.776 0.550 1.358
C -1.809 -0.901 1.324
N -1.261 -1.518 0.240
C -1.153 -2.833 0.238
C -1.639 -3.631 1.283
C -2.247 -3.035 2.352
C -2.322 -1.629 2.395
H -7.046 0.082 12.013
H -7.283 1.063 10.549
H -5.693 1.038 11.368
H -5.550 1.623 9.140
H -4.486 1.752 6.967
H -4.453 -2.523 6.686
H -5.541 -2.652 8.917
H -3.589 1.748 5.058
H -2.529 3.253 3.266
H -1.460 4.348 1.331
H -0.612 2.937 -0.554
H -0.660 -3.274 -0.616
H -1.529 -4.704 1.224
H -2.655 -3.610 3.173
C 3.286 -2.720 -1.463
N 2.496 -1.486 -1.449
P 1.983 -0.576 -0.040
C 3.242 0.740 0.100
C 4.540 0.641 -0.397
C 5.455 1.662 -0.181
C 5.082 2.789 0.541
C 3.789 2.898 1.036
C 2.874 1.879 0.811
C 2.500 -1.628 1.363
C 3.812 -2.073 1.550
C 4.146 -2.841 2.652
C 3.175 -3.160 3.598
C 1.881 -2.695 3.444
C 1.547 -1.935 2.329
P 2.216 -0.635 -2.871
C 3.791 -0.553 -3.778
C 4.411 0.696 -3.826
C 5.640 0.848 -4.453
C 6.252 -0.244 -5.049
C 5.638 -1.491 -5.019
C 4.414 -1.646 -4.388
C 1.222 -1.722 -3.888
C 0.170 -2.542 -3.272
C -0.522 -3.465 -4.179
C -0.417 -3.381 -5.525
C 0.466 -2.417 -6.065
C 1.270 -1.617 -5.274
H 4.363 -2.536 -1.494
H 3.028 -3.308 -2.346
H 3.065 -3.314 -0.578
H 4.841 -0.232 -0.964
H 6.461 1.575 -0.569
H 5.798 3.579 0.719
H 3.497 3.777 1.596
H 1.862 1.966 1.197
H 4.586 -1.803 0.842
H 5.165 -3.179 2.785
H 3.438 -3.759 4.460
H 1.128 -2.920 4.189
H 0.538 -1.554 2.231
H 3.932 1.552 -3.364
H 6.115 1.820 -4.480
H 7.207 -0.126 -5.544
H 6.115 -2.342 -5.486
H 3.948 -2.624 -4.374
H 0.581 -3.085 -2.412
H -1.202 -4.177 -3.726
H -0.978 -4.034 -6.178
H 0.542 -2.328 -7.143
H 1.989 -0.956 -5.742
N -0.673 1.181 -2.702
C -1.072 1.905 -3.512
N -1.460 2.743 -4.424
C -1.559 2.358 -5.845
C -0.733 3.316 -6.690
C -1.138 4.765 -6.419
C -1.020 5.096 -4.931
C -1.847 4.131 -4.097
H -2.613 2.408 -6.128
H -1.226 1.326 -5.947
H -0.874 3.066 -7.742
H 0.326 3.179 -6.456
H -2.170 4.925 -6.749
H -0.510 5.439 -6.999
H -1.364 6.112 -4.733
H 0.026 5.035 -4.621
H -2.910 4.238 -4.324
H -1.709 4.286 -3.028
C -1.055 -1.646 -2.708
H -1.771 -2.367 -2.311
H -1.517 -1.179 -3.579



No. 7
11
Properties=species:S:1:pos:R:3 method="wB97M-V/def2-TZVPD" total_charge=-1 relative_energy_kcal_mol=54.12 largest_force_ev_per_a=3.6 homo_energy_ev="-5.08 / -3.59"
C -1.607 0.504 -0.615
C -0.663 -0.569 -0.926
O 3.186 -0.590 0.516
O 1.874 1.375 1.189
O 1.884 -0.572 2.665
S 2.020 -0.094 1.272
Cl -1.112 -2.175 -1.422
H -1.131 1.394 -0.137
H -2.397 0.091 0.148
H -2.323 1.000 -1.389
H 0.269 -0.365 -1.301



No. 8
14
Properties=species:S:1:pos:R:3 method="wB97M-V/def2-TZVPD" total_charge=+1 relative_energy_kcal_mol=54.00 largest_force_ev_per_a=2.4 homo_energy_ev=-15.25
C -0.488 -2.264 -3.291
H -1.262 -2.024 -4.011
H 0.430 -2.052 -3.869
H -0.399 -3.355 -3.180
H -0.439 -1.879 -2.273
C 0.305 1.496 2.959
C -0.130 1.272 0.567
N 0.514 0.891 1.613
H -0.397 0.821 3.446
H -0.053 2.517 2.793
H 1.250 1.607 3.489
H -0.127 2.355 0.430
H -0.326 0.536 -0.210
H 1.122 0.079 1.538